Record 1
Molecular formula: C29H48BBrN3O10S6
Method: DFT, wB97M-V/def2-TZVPD

Atoms and positions in Å:
O: 5.2843 -3.1578 -1.2035
O: 4.1877 -3.0000 -2.0375
C: 3.8889 -1.5915 -2.1395
B: 2.7628 -1.2507 -3.3119
Br: 3.2519 -2.3995 -4.9135
C: 1.2274 -1.4184 -2.7734
C: 0.6258 -2.8640 -2.8416
C: -0.9709 -2.7189 -2.7142
S: -1.5750 -2.2504 -1.0316
C: -1.2796 -0.4684 -0.7531
S: -1.5387 0.6688 -1.9022
N: -0.7653 -0.0890 0.5502
C: 0.5570 -0.0576 0.9257
C: 0.6733 0.3516 2.3110
N: -0.6680 0.5594 2.6786
C: -1.5100 0.3216 1.6654
C: 2.8893 0.3278 -3.8220
C: 3.3067 1.2820 -2.7947
C: 3.3825 2.7027 -3.2052
C: 2.9921 2.9054 -4.6028
C: 2.6126 1.8555 -5.5231
N: 2.5548 0.5555 -5.1224
H: 6.0661 -3.3426 -1.7568
H: 3.5008 -1.2572 -1.1357
H: 4.8578 -1.0746 -2.4074
H: 1.2518 -1.1383 -1.6755
H: 0.5518 -0.6795 -3.2756
H: 0.9303 -3.5012 -1.9817
H: 0.7849 -3.4031 -3.8071
H: -1.5055 -3.6061 -3.1507
H: -1.2177 -1.8558 -3.4005
H: 1.4769 -0.3187 0.3679
H: 1.6080 0.4679 2.8849
H: -2.6165 0.4063 1.7249
H: 3.5467 1.0119 -1.7420
H: 3.7008 3.5196 -2.5273
H: 2.9884 3.9561 -4.9896
H: 2.3205 2.1255 -6.5685
C: 0.1439 -6.5162 2.1827
C: 1.5647 -6.1805 2.6497
C: 2.1906 -5.2638 1.5936
S: 0.8307 -4.3830 0.8274
O: 0.7400 -4.7947 -0.5474
O: 0.8827 -2.9986 1.2173
C: -0.4717 -5.1926 1.7436
H: -0.4420 -6.9874 2.9734
H: 0.1878 -7.2077 1.3362
H: 1.5181 -5.6585 3.6099
H: 2.1652 -7.0800 2.7953
H: 2.8786 -4.5462 2.0374
H: 2.7004 -5.8354 0.8183
H: -1.3492 -5.3143 1.1108
H: -0.7125 -4.5658 2.6037
C: -2.6635 5.7759 0.2180
C: -2.3157 4.4462 -0.4574
C: -1.9101 4.7569 -1.9010
S: -1.2458 6.4218 -1.8888
O: -2.1189 7.2734 -2.6635
O: 0.1762 6.3724 -2.1197
C: -1.5402 6.7362 -0.1543
H: -2.7564 5.6686 1.2995
H: -3.6171 6.1482 -0.1685
H: -1.4780 3.9792 0.0674
H: -3.1517 3.7465 -0.4259
H: -1.1481 4.0671 -2.2619
H: -2.7707 4.7432 -2.5700
H: -1.8022 7.7828 -0.0069
H: -0.6233 6.4981 0.3869
C: -7.5647 -1.2486 -2.2992
C: -6.3843 -1.6339 -3.1979
C: -5.0979 -1.3457 -2.4167
S: -5.5201 -1.5084 -0.6837
O: -5.3928 -0.2151 -0.0554
O: -4.8891 -2.6878 -0.1473
C: -7.2568 -1.8480 -0.9315
H: -8.5124 -1.6180 -2.6939
H: -7.6310 -0.1594 -2.2242
H: -6.4407 -2.7003 -3.4344
H: -6.4008 -1.0883 -4.1424
H: -4.3083 -2.0542 -2.6625
H: -4.7470 -0.3273 -2.5834
H: -7.8401 -1.4051 -0.1259
H: -7.3864 -2.9313 -0.9380
C: 3.4117 1.6862 6.9164
C: 3.8005 3.1510 7.1426
C: 4.1799 3.7409 5.7808
S: 3.2514 2.8147 4.5575
O: 4.1797 2.0730 3.7418
O: 2.2374 3.6639 3.9876
C: 2.4815 1.6856 5.7088
H: 2.9281 1.2554 7.7941
H: 4.3068 1.0963 6.6996
H: 2.9455 3.6947 7.5541
H: 4.6218 3.2456 7.8548
H: 3.9163 4.7949 5.7099
H: 5.2408 3.6086 5.5688
H: 2.3734 0.7046 5.2496
H: 1.5015 2.0901 5.9662

## Properties
- frontier orbital gap (eV) = 6.65
- charge = -1
- LUMO energy (eV) = 1.704


Record 2
Molecular formula: C3H9O
Method: DFT, wB97M-V/def2-TZVPD

Atoms and positions in Å:
C: -2.5799 1.1099 -0.1200
H: -2.2379 0.3976 0.6268
H: -2.2741 2.0998 0.2028
H: -2.1611 0.8335 -1.0778
H: -3.6665 1.0667 -0.1218
C: 2.0017 -1.3562 0.1557
O: 2.2445 -2.0412 -0.9645
C: 1.1887 -0.0366 -0.0453
H: 1.4230 -1.9446 0.9244
H: 2.9303 -1.0215 0.7014
H: 1.6161 0.4681 -0.9118
H: 0.1160 -0.1870 -0.1916
H: 1.3992 0.6115 0.8216

## Properties
- frontier orbital gap (eV) = 5.59
- charge = -1
- energy relative to the best compared isomer or geometry (same formula, charge and spin) (eV) = 0.323
- LUMO energy (eV) = 3.649


Record 3
Molecular formula: C3H4MgO4
Method: DFT, wB97M-V/def2-TZVPD

Atoms and positions in Å:
C: -1.4658 -1.7183 1.0763
C: -2.4057 -0.7724 1.2413
O: 1.0212 0.4210 -1.5864
C: 1.8399 1.3391 -1.6486
O: 3.1074 1.1525 -2.0218
O: 1.6377 2.5512 -1.1939
O: -0.1496 -1.5890 1.2759
Mg: 3.5437 2.9515 -1.3924
H: -1.7070 -2.6519 0.5575
H: -2.2195 0.1176 1.8451
H: -3.4454 -1.0245 1.0351
H: 0.2430 -0.7769 0.8119

## Properties
- frontier orbital gap (eV) = 5.17
- charge = 0
- energy relative to the best compared isomer or geometry (same formula, charge and spin) (eV) = 0.589
- LUMO energy (eV) = -3.272


Record 4
Molecular formula: C34H46N12
Method: DFT, wB97M-V/def2-TZVPD

Atoms and positions in Å:
C: 0.0078 21.0351 14.0157
C: 0.0410 22.0588 15.0546
N: 0.0353 22.8261 15.8740
H: 1.0052 20.6796 13.7573
H: -0.5641 21.4428 13.1821
H: -0.5028 20.1297 14.3437
C: 2.3607 28.3508 18.2316
C: 3.7353 28.1152 18.7652
N: 4.8118 27.9784 19.1834
H: 1.7854 29.2155 18.5623
H: 1.9319 27.3580 18.3681
H: 2.4729 28.3101 17.1481
C: -0.1218 26.2415 15.5342
C: -0.4151 27.7136 15.5887
N: -0.6686 28.8732 15.6136
H: -0.8896 25.6500 16.0328
H: 0.8407 26.0659 16.0147
H: -0.0787 25.7660 14.5543
C: -1.3680 23.7903 20.2228
C: -0.4368 24.5547 19.4218
N: 0.3031 25.1873 18.7785
H: -1.9908 24.3786 20.8967
H: -0.7255 23.1985 20.8746
H: -1.9323 23.1174 19.5771
C: -3.4904 22.6381 12.7424
C: -2.8665 23.7768 13.4936
N: -2.3439 24.5847 14.0910
H: -3.8283 21.9879 13.5494
H: -2.7097 22.0878 12.2172
H: -4.2871 22.9632 12.0734
C: -3.2839 22.8153 16.9674
C: -3.5773 21.5541 16.2563
N: -3.8543 20.5389 15.7072
H: -4.1932 23.2660 17.3652
H: -2.9584 23.5547 16.2355
H: -2.4484 22.6666 17.6513
C: 0.3336 24.2106 12.1273
C: -0.5172 23.7341 11.0463
N: -1.2279 23.4168 10.1935
H: -0.2221 25.0253 12.5917
H: 1.2900 24.5943 11.7722
H: 0.4586 23.4243 12.8718
N: 3.4100 26.2930 12.5473
C: 3.4016 25.7507 13.7710
C: 3.1354 26.8102 14.6764
C: 2.8663 27.9137 13.8654
C: 3.1436 27.6016 12.5020
H: 3.5451 25.6972 11.7431
H: 3.5356 24.6899 13.9234
H: 3.0864 26.6850 15.7480
H: 2.5690 28.9096 14.1590
H: 3.2413 28.1809 11.5958
N: -4.7074 30.2308 11.4367
C: -3.8942 29.5402 12.2828
C: -2.9384 30.3772 12.8106
C: -3.1946 31.6133 12.2847
C: -4.2905 31.5100 11.3833
H: -5.5177 29.8711 10.9528
H: -4.0629 28.4791 12.3919
H: -2.1087 30.1802 13.4734
H: -2.5953 32.4773 12.5310
H: -4.7350 32.2049 10.6862
N: -3.6310 29.9860 15.8320
C: -4.0582 31.0437 16.5996
C: -5.0701 30.6679 17.4763
C: -5.2352 29.2893 17.2219
C: -4.3362 28.8759 16.2870
H: -2.8594 29.9490 15.1814
H: -3.5620 31.9891 16.4368
H: -5.5561 31.3005 18.2043
H: -5.9285 28.6820 17.7849
H: -4.1438 27.8755 15.9283
N: 2.8294 23.8767 17.2229
C: 3.6867 24.3213 18.1794
C: 4.9424 23.7461 17.9793
C: 4.8464 23.0350 16.8126
C: 3.5628 23.1231 16.3054
H: 1.8499 24.1197 17.2627
H: 3.3001 24.9285 18.9846
H: 5.8305 24.0342 18.5222
H: 5.6562 22.4448 16.4097
H: 3.1464 22.6235 15.4431
N: -2.6171 29.3628 18.9683
C: -1.6603 28.3662 19.2922
C: -1.8419 28.1125 20.6476
C: -2.6696 29.0510 21.2107
C: -3.1821 29.8003 20.1308
H: -2.8486 29.7038 18.0462
H: -1.0528 27.9406 18.5072
H: -1.4209 27.2562 21.1535
H: -2.9629 29.1922 22.2404
H: -3.9513 30.5550 20.2020

## Properties
- multiplicity = 2
- frontier orbital gap (spin up / spin down) (eV) = 1.97 / 7.92
- charge = -1
- LUMO energy (spin up / spin down) (eV) = 2.219 / 2.148


Record 5
Molecular formula: C4H11N5
Method: DFT, wB97M-V/def2-TZVPD

Atoms and positions in Å:
C: -2.0355 0.9547 -0.7386
C: -1.0388 0.4196 0.2974
C: 0.3484 1.0466 0.6553
C: 2.7544 -0.8069 -0.5377
H: -1.9219 0.4180 -1.7387
H: -3.2569 0.7212 -0.5373
H: -1.7799 2.0455 -0.9186
H: 0.8678 1.6320 -0.2498
H: -0.0621 1.7531 1.3357
H: 1.3119 0.2127 2.2606
H: 0.7609 -1.1817 0.0273
H: 2.6764 -1.7176 -1.0855
H: 4.4242 -0.0717 -0.9979
H: -3.2157 -0.6652 -0.3177
H: -2.8654 -2.0482 0.5803
N: 1.4631 0.2743 1.2407
N: 1.7290 -0.9213 0.4652
N: 3.6544 0.1191 -0.4155
N: -1.3017 -0.8073 0.6749
N: -2.5127 -1.3772 -0.0002

## Properties
- structure (SMILES) = [H]/N=C/NNC/C(C)=N/N
- frontier orbital gap (eV) = 9.70
- charge = 0
- energy relative to the best compared isomer or geometry (same formula, charge and spin) (eV) = 4.341
- LUMO energy (eV) = 0.769


Record 6
Molecular formula: C30H38Cl2FN5O3
Method: DFT, wB97M-V/def2-TZVPD

Atoms and positions in Å:
C: 6.8967 -0.2321 1.0635
C: 6.3199 -0.5595 0.0370
C: 5.3331 -1.0846 -1.0563
C: 3.7882 -0.6879 -0.7801
C: 3.6016 -0.0275 0.6515
N: 2.1998 0.3028 1.0180
C: 1.6096 1.5009 0.5115
O: 2.0892 2.6055 0.3320
C: 0.1032 1.0247 0.2933
C: -1.0200 1.7133 -0.3809
N: -0.8663 3.0500 -0.9482
C: -2.3327 0.9428 -0.4450
C: -2.4989 -0.4220 0.1720
C: -3.8367 -1.2522 0.1212
Cl: -3.5591 -2.8190 -0.8328
C: -5.0605 -0.4949 -0.5750
C: -5.3886 -0.9886 -2.0521
Cl: -6.5636 -0.9219 0.4287
C: -1.3307 -1.0845 0.9020
C: -1.4207 -2.4831 1.6171
C: -0.3032 -3.5020 1.1200
O: -0.1054 -3.7858 -0.0246
F: 0.5057 -4.1587 2.0791
C: -0.0426 -0.3538 0.9312
C: 1.3571 -0.7249 1.5571
O: 1.6875 -1.5994 2.3299
H: 7.2649 0.1303 2.0589
H: 5.4828 -2.2077 -1.1135
H: 5.7046 -0.6747 -2.0483
H: 3.1990 -1.6356 -0.9477
H: 3.5107 0.0023 -1.6374
H: 4.1698 0.9556 0.6459
H: 3.9983 -0.7610 1.4130
H: -1.5455 3.6547 -0.4525
H: 0.0476 3.3724 -0.6006
H: -3.1814 1.4465 -0.9844
H: -4.1739 -1.5072 1.1754
H: -4.9785 0.6251 -0.5474
H: -6.1208 -0.2251 -2.4837
H: -4.4926 -0.9872 -2.7382
H: -5.9497 -1.9664 -2.0350
H: -1.1787 -2.3025 2.7172
H: -2.4545 -2.9349 1.6057
C: 0.7129 -3.7328 -3.1518
C: 0.0616 -2.7428 -4.1103
C: 0.9060 -1.4852 -4.3294
C: 1.1043 -0.7704 -3.0346
N: 1.2562 -0.2170 -2.0314
H: 0.8361 -3.3064 -2.1550
H: 0.0923 -4.6247 -3.0472
H: 1.6962 -4.0434 -3.5181
H: -0.9222 -2.4650 -3.7200
H: -0.1019 -3.2343 -5.0733
H: 0.4070 -0.8141 -5.0319
H: 1.8820 -1.7468 -4.7460
C: 1.2878 5.5422 -4.0082
C: 1.6605 6.9635 -3.5992
C: 1.5170 7.2066 -2.0947
C: 0.1016 6.9896 -1.6758
N: -0.9943 6.8222 -1.3523
H: 0.2398 5.3225 -3.7917
H: 1.4325 5.4061 -5.0821
H: 1.9082 4.8085 -3.4858
H: 1.0302 7.6682 -4.1497
H: 2.6947 7.1594 -3.8945
H: 1.8071 8.2304 -1.8493
H: 2.1634 6.5277 -1.5331
C: -2.4608 -3.0393 7.6412
C: -1.3293 -2.8931 6.6293
C: -1.3640 -1.5551 5.8861
C: -2.6440 -1.4245 5.1294
N: -3.6327 -1.3257 4.5395
H: -3.4397 -3.0185 7.1564
H: -2.3795 -3.9933 8.1663
H: -2.4279 -2.2380 8.3848
H: -1.3864 -3.7166 5.9116
H: -0.3724 -2.9863 7.1495
H: -0.5283 -1.4928 5.1847
H: -1.2788 -0.7230 6.5890

## Properties
- structure (SMILES) = C#CCCCN1C(=O)c2c(N)cc([C@H](Cl)[C@@H](C)Cl)c(CC(=O)F)c2C1=O.CCCC#N.CCCC#N.CCCC#N
- frontier orbital gap (eV) = 8.05
- charge = 0
- LUMO energy (eV) = -0.611


Record 7
Molecular formula: C22H32NO2S
Method: DFT, wB97M-V/def2-TZVPD

Atoms and positions in Å:
C: -3.1513 2.5067 -2.4247
C: -4.1374 1.3452 -2.5204
C: -3.5841 0.1532 -3.3285
C: -3.6776 -1.1835 -2.6014
C: -2.8111 -1.2115 -1.3223
C: -3.6090 -1.3516 -0.0270
C: -2.8297 -0.9568 1.2238
C: -2.4191 0.5253 1.2281
C: -0.9134 0.7659 1.3442
C: -0.6080 2.2024 1.7554
C: 0.8755 2.6308 1.7173
C: 1.6457 2.0373 0.5737
C: 2.1803 0.7466 0.6247
C: 2.8658 0.2293 -0.4593
C: 3.0136 0.9915 -1.5857
N: 2.5024 2.2315 -1.6287
S: 2.7964 3.1373 -3.0889
C: 1.8371 2.7587 -0.5695
H: -3.6054 3.4023 -2.0045
H: -2.2893 2.2271 -1.8122
H: -2.7783 2.7519 -3.4205
H: -5.0483 1.7102 -2.9955
H: -4.4235 1.0151 -1.5211
H: -4.1082 0.0893 -4.2827
H: -2.5337 0.3482 -3.5645
H: -4.7140 -1.3863 -2.3266
H: -3.3534 -1.9721 -3.2802
H: -2.1963 -0.3063 -1.3059
H: -2.1105 -2.0479 -1.3745
H: -4.5302 -0.7651 -0.0727
H: -3.9258 -2.3942 0.0521
H: -3.4764 -1.1225 2.0855
H: -1.9634 -1.6115 1.3335
H: -2.7778 1.0247 0.3262
H: -2.9050 1.0297 2.0668
H: -0.4589 0.5424 0.3742
H: -0.4984 0.0628 2.0712
H: -0.9524 2.3298 2.7821
H: -1.2056 2.8824 1.1456
H: 0.9279 3.7161 1.6317
H: 1.3657 2.3582 2.6509
H: 2.0512 0.1716 1.5351
H: 3.2965 -0.7609 -0.4400
H: 3.5265 0.6367 -2.4664
H: 1.6653 3.8466 -2.9952
H: 1.4782 3.7714 -0.6754
C: 4.4916 -1.8501 2.1434
C: 5.6465 -2.3902 1.7678
C: 5.8784 -3.8558 1.9031
O: 6.9255 -4.3519 1.5609
C: 4.7722 -4.6756 2.4659
C: 3.6155 -4.1264 2.8301
C: 3.3867 -2.6701 2.6919
O: 2.3304 -2.1484 2.9900
H: 4.2951 -0.7868 2.0716
H: 6.4645 -1.8112 1.3577
H: 4.9660 -5.7368 2.5536
H: 2.7953 -4.7043 3.2361

## Properties
- frontier orbital gap (eV) = 8.22
- charge = +1
- LUMO energy (eV) = -4.361


Record 8
Molecular formula: C4H12N2O
Method: DFT, wB97M-V/def2-TZVPD

Atoms and positions in Å:
C: 1.2832 -1.1358 -0.6518
N: 1.0805 -2.4076 -1.3032
C: -0.0285 -0.4404 -0.1415
C: -0.5548 -1.0217 1.2011
N: 0.2848 0.9382 0.0105
C: -0.6508 2.0397 -0.1808
O: -1.4700 2.1824 0.9221
H: 1.7379 -0.4803 -1.3683
H: 1.9882 -1.2562 0.1729
H: 0.3874 -2.9957 -0.8291
H: 0.7183 -2.3223 -2.2494
H: -0.8587 -0.4993 -0.8357
H: 0.2385 -1.2439 1.9161
H: -1.2328 -0.3050 1.6454
H: -1.1096 -1.9441 1.0046
H: 1.0355 1.1494 0.6658
H: -1.2932 1.8605 -1.0331
H: -0.0835 2.9483 -0.4361
H: -1.0236 2.3696 1.7650

## Properties
- multiplicity = 2
- frontier orbital gap (spin up / spin down) (eV) = 11.26 / 5.84
- charge = +1
- energy relative to the best compared isomer or geometry (same formula, charge and spin) (eV) = 0.961
- LUMO energy (spin up / spin down) (eV) = -3.041 / -7.947


Record-wise largest force on an atom values, in eV/Å: 5.524 0.808 2.692 4.279 4.112 3.151 0.711 1.336
Record-wise electronic energy values, in eV: -191523.1513 -5303.5728 -16809.2746 -53880.3065 -11772.2090 -73077.2812 -39745.6411 -9361.4563